Entry 1:
12
Properties=species:S:1:pos:R:3:nbo_charge:R:1 method="wB97M-V/def2-TZVPD" total_energy_ha=-757.7242 homo_energy_ev=-9.6 orbital_gap_ev=8.4
S -0.889 0.359 -0.084 2.39
O -1.940 -0.185 -0.893 -0.92
O -1.207 1.118 1.070 -0.91
O -0.191 -1.235 0.576 -0.54
N 0.401 0.684 -0.822 -0.87
C -0.631 -2.243 0.100 0.32
C 1.332 1.516 -0.104 -0.44
H -1.822 -2.135 -0.083 0.21
H 1.584 2.312 -0.689 0.20
H 0.033 -3.028 -0.169 0.17
H 1.011 1.759 1.009 0.20
H 2.319 1.078 0.090 0.19

Entry 2:
290
Properties=species:S:1:pos:R:3:mulliken_charge:R:1 method="wB97M-V/def2-TZVPD" total_energy_ha=-4864.7019 homo_energy_ev=-8.4 orbital_gap_ev=8.7
O -2.688 -3.998 -3.603 1.02
O -4.131 4.443 3.391 -0.37
O 6.726 -2.319 5.786 -0.57
O 4.202 2.927 -5.402 -0.41
O 1.564 -1.968 -1.851 1.07
O 2.277 -5.240 2.678 -0.30
O 2.665 4.721 -1.983 -0.33
O -0.750 -4.266 0.348 -0.62
O 0.393 2.882 5.818 -0.52
O -1.249 0.704 8.089 -0.41
O -6.908 -1.011 -1.210 -0.21
O 4.811 -3.662 -4.943 -0.45
O -2.868 3.694 -2.273 0.83
N -3.296 3.642 -3.621 0.08
N 6.096 -3.072 4.698 0.12
N 5.430 5.306 -1.280 -0.75
N -1.019 -1.926 6.812 -0.79
N 1.433 -0.563 -1.725 0.05
N -0.382 -4.110 -1.964 0.62
N 0.370 -4.861 5.756 -0.44
N -0.453 -6.214 -0.862 -0.36
N 1.236 -2.967 -4.435 -0.12
N 6.907 2.252 -3.011 -0.59
N -4.516 -3.941 -1.190 -0.63
N -5.157 3.561 2.892 -0.07
N -2.352 -4.225 -4.995 0.53
N 0.468 3.892 4.774 1.03
C -2.699 -3.380 -7.275 -1.19
C 3.082 3.731 -5.601 -0.47
C 1.144 4.975 -2.080 -0.86
C -6.121 -2.148 -1.709 0.07
C 2.325 -0.814 0.709 0.82
C -5.280 4.274 -5.709 -0.66
C 4.934 2.952 -4.210 0.80
C -7.995 -1.365 -0.316 -0.91
C -3.885 5.035 -5.608 -1.41
C 6.643 -1.084 3.195 -1.62
C 0.063 6.254 4.136 -1.14
C 6.227 2.046 -4.331 -0.02
C 7.034 -4.139 4.418 1.39
C -1.917 -5.686 -6.800 -1.08
C -2.315 -5.615 -5.317 1.74
C -4.002 1.411 -3.384 -1.89
C -4.961 2.865 -5.227 -1.23
C -2.030 1.528 8.934 -0.71
C 5.194 3.863 0.682 -1.37
C -5.980 3.318 5.136 -2.20
C 6.006 -2.896 -4.708 -0.58
C -1.652 -0.921 4.763 -1.26
C 1.310 -5.500 4.798 0.01
C -5.602 3.177 -2.807 -1.77
C -6.723 1.715 3.251 -1.31
C 2.334 -3.802 -4.994 -0.10
C 2.268 1.432 -0.367 0.20
C 3.811 -0.391 -1.191 -1.83
C 3.609 -3.182 -4.336 0.05
C -3.334 5.020 -4.157 1.90
C -3.451 2.460 1.415 -1.06
C 5.865 0.619 -4.700 -0.75
C -5.202 -2.739 -0.636 0.57
C -3.089 -3.223 -5.788 1.26
C -1.929 0.384 6.830 -0.36
C -1.898 5.375 -4.158 -2.17
C -0.029 1.289 -1.280 -1.11
C -1.208 -6.312 -4.487 -2.32
C -4.628 -3.263 -5.643 -1.41
C 1.841 4.959 3.158 -0.69
C -4.381 1.553 4.313 -1.52
C -1.562 4.903 5.751 -1.76
C 7.255 -4.963 5.691 -1.98
C 1.256 -4.792 3.458 -0.02
C -4.138 6.029 -3.322 -1.68
C 1.827 3.839 4.214 2.37
C -5.525 2.451 3.875 2.34
C 4.627 4.246 -0.708 2.12
C 0.640 5.622 6.515 -1.91
C -4.476 4.509 0.666 -1.21
C 4.427 -1.351 4.299 -1.70
C -1.059 -0.669 6.131 1.08
C 1.115 -6.988 4.614 -1.46
C -0.511 -0.955 -0.225 -0.32
C -0.581 -4.841 -0.785 -0.26
C 1.994 2.476 3.506 -1.75
C 2.300 -4.815 1.361 -0.28
C -0.054 5.164 5.285 1.64
C -6.345 1.235 1.883 0.25
C -4.201 -1.666 -0.179 0.07
C 0.771 1.793 -0.077 -0.21
C 3.024 4.075 5.150 -1.88
C -0.888 -0.578 -2.675 -0.92
C -4.731 3.267 1.557 1.87
C -2.515 -1.855 -5.330 -1.19
C -4.484 2.781 -3.739 2.71
C 6.471 -5.018 3.233 -0.95
C -5.914 2.413 0.975 -0.92
C 6.173 -4.069 2.038 -1.10
C 1.507 6.371 3.652 -0.93
C -3.614 -6.410 -5.141 -1.83
C 5.183 -2.982 2.478 -0.31
C 3.158 4.714 -0.581 0.20
C -2.778 -4.850 -7.694 -0.64
C 2.390 -3.911 -6.513 -1.57
C 5.595 -2.068 3.670 2.66
C 2.460 -0.068 -0.598 2.85
C 0.046 -0.249 -1.433 3.68
C 8.473 -3.727 4.045 -1.78
H 5.075 4.634 1.440 0.28
H -2.825 -1.037 -5.996 0.52
H -1.141 -7.301 -4.937 0.55
H 0.466 1.684 -2.200 0.16
H 0.981 2.199 3.188 0.30
H 4.744 -0.707 5.114 0.52
H -5.218 5.840 -3.256 0.22
H -2.423 2.462 8.456 0.16
H -0.142 -0.105 5.992 0.07
H 2.288 -5.370 5.253 0.35
H -6.712 3.143 0.871 0.54
H 0.816 5.877 -1.546 0.48
H -4.540 1.063 5.265 0.67
H -0.498 5.924 3.250 0.21
H -2.424 -4.916 -8.740 0.44
H 0.757 4.787 7.224 0.25
H -5.086 -2.550 -6.345 0.44
H 1.136 4.639 2.396 0.22
H -0.567 -1.709 7.696 0.37
H -5.898 -3.036 0.159 0.22
H -1.586 6.276 -4.714 0.42
H 1.807 -1.755 0.576 -1.60
H 1.567 6.151 6.345 0.36
H 6.108 -2.356 6.523 0.35
H -3.411 -2.771 -7.863 0.45
H 1.313 -3.700 3.534 0.05
H -2.609 3.034 1.762 0.59
H 2.824 3.470 -6.625 0.29
H -3.246 1.029 -4.116 0.11
H -1.949 -0.327 -2.579 -0.66
H -0.153 -3.162 -1.756 -0.50
H -1.350 -6.360 -3.434 0.55
H 0.862 5.056 -3.144 0.23
H 3.465 -2.085 -4.310 0.10
H -5.118 -4.210 -5.863 0.31
H 3.994 0.075 -2.149 -0.15
H -3.710 -2.048 0.710 0.56
H 6.282 -0.359 2.447 0.19
H -2.133 4.282 5.007 0.11
H -4.740 0.569 -3.357 0.34
H -3.386 -7.469 -5.223 0.50
H -3.468 2.142 4.520 -0.18
H 6.268 -5.304 5.985 0.38
H 4.761 2.947 1.050 0.16
H -2.737 -1.003 4.820 0.19
H 5.467 -5.371 3.551 0.10
H 9.160 -4.591 3.970 0.44
H -1.300 -1.877 4.354 0.36
H 4.367 2.588 -3.319 -0.95
H -3.196 2.323 0.361 -0.05
H -0.459 2.523 5.531 0.11
H 7.085 -3.614 1.678 0.58
H 8.636 -3.202 3.104 0.35
H -3.902 7.005 -3.753 0.55
H -5.270 5.231 0.781 0.69
H 6.392 1.873 -2.221 0.14
H 1.417 -1.992 -4.752 0.35
H -1.505 5.581 -3.154 0.27
H 7.792 1.738 -3.056 0.31
H 3.613 -3.541 -3.292 0.15
H 1.520 -4.481 -6.884 0.22
H -8.509 -0.433 -0.089 0.31
H -3.506 4.978 0.876 0.16
H -1.282 4.555 -4.565 0.49
H 4.235 -3.521 2.616 0.11
H -2.754 -1.555 -4.306 -0.16
H -3.823 -4.218 -0.510 0.29
H -8.620 -2.151 -0.761 0.31
H 8.881 -3.150 4.878 0.38
H 3.013 3.431 5.991 0.46
H -5.274 3.290 -1.797 0.05
H 1.425 -5.270 0.915 0.06
H 0.552 2.845 0.190 0.40
H -5.851 2.224 -5.346 0.37
H -4.664 5.099 3.906 0.35
H 2.463 1.893 -1.357 -0.10
H -7.072 0.978 3.970 0.45
H -5.156 3.492 5.815 0.35
H -4.219 0.743 3.595 0.10
H -3.141 4.520 -6.219 0.41
H 3.148 -5.276 0.820 0.35
H -7.181 0.706 1.430 -0.03
H -4.637 4.211 -0.388 -0.21
H 5.155 0.182 -3.960 -0.07
H -6.044 4.760 -5.063 0.31
H 1.075 -7.614 5.516 0.45
H -4.620 -0.704 0.079 -0.57
H -3.816 -5.238 -7.619 0.35
H -5.545 0.518 1.851 -0.23
H 6.358 4.949 -1.396 0.36
H -2.881 0.862 9.267 0.34
H -1.842 -3.961 -3.122 -0.05
H 2.017 -7.373 4.153 0.29
H 3.289 -1.045 1.142 0.08
H 0.460 -5.180 6.699 0.22
H -1.074 1.667 -1.339 -0.10
H -3.741 6.172 -2.293 0.27
H -1.928 -6.755 -7.085 0.43
H -4.885 -2.968 -4.651 0.02
H -1.592 -0.808 -0.176 -0.48
H 0.264 -4.566 -2.563 -0.01
H 3.316 -4.422 -6.783 0.46
H 5.711 -4.666 1.185 0.31
H 0.348 -3.158 -4.820 -0.37
H 6.978 -0.499 4.030 0.44
H 7.560 -1.612 2.892 0.28
H 1.804 -0.229 1.490 -0.56
H 7.904 -5.835 5.468 0.40
H -0.620 -1.530 -3.037 -0.57
H 6.910 2.483 -5.059 0.48
H -6.345 2.402 -2.676 0.49
H 2.205 6.818 4.372 0.35
H 2.584 3.989 0.038 -0.87
H 5.017 -2.350 1.587 -0.27
H -3.551 1.545 -2.416 -0.19
H -0.438 -6.498 0.118 0.38
H 5.058 5.547 -2.166 0.28
H -1.990 5.896 5.840 0.62
H 2.182 -4.814 -4.573 0.27
H 2.304 3.533 -4.845 0.04
H -6.583 4.188 4.884 0.53
H 2.927 1.711 0.444 -0.88
H 0.660 4.118 -1.558 0.23
H -1.513 -0.130 4.015 0.23
H 2.184 -3.734 1.222 0.08
H -6.676 2.662 5.744 0.43
H 7.138 -5.838 2.961 0.47
H 3.384 4.795 -5.562 0.28
H 0.138 -6.609 -1.557 0.21
H 7.674 -4.340 6.463 0.47
H 6.294 3.596 0.706 0.42
H 3.921 -0.670 3.593 -0.04
H -1.978 1.191 6.110 -0.40
H -1.476 1.788 9.845 0.28
H -3.420 4.350 -1.816 -0.38
H 3.960 3.816 4.624 0.41
H 0.287 -5.059 2.996 0.25
H 4.633 3.320 -1.264 -1.18
H 5.344 0.671 -5.668 0.43
H 5.198 4.007 -4.023 0.26
H -0.562 0.123 -3.445 0.66
H -5.663 4.415 -6.726 0.42
H -2.911 0.060 7.133 0.78
H 2.474 1.667 4.072 0.27
H -4.120 2.473 -5.808 0.39
H 2.349 -2.890 -6.928 0.33
H -0.243 -5.843 -4.757 0.17
H 0.004 6.357 7.030 0.49
H 1.491 -2.200 -2.808 -0.22
H 5.878 -1.948 -5.260 0.23
H -4.023 -6.248 -4.152 0.24
H 6.856 -3.483 -5.081 0.32
H -4.424 -6.131 -5.806 0.34
H -3.486 1.471 1.918 -0.12
H 3.253 5.773 -0.250 0.71
H 0.071 -7.191 4.171 0.28
H -6.778 -2.846 -2.232 0.54
H -5.609 1.932 0.036 -0.15
H 2.855 4.872 2.713 -0.22
H -3.956 -3.816 -2.040 -0.05
H 3.119 5.080 5.515 0.36
H -7.583 -1.777 0.605 0.34
H -0.157 -0.605 0.732 0.35
H -1.650 4.384 6.723 0.20
H -0.268 7.201 4.545 0.49
H 3.574 -1.985 4.586 0.45
H -3.478 -1.567 -0.977 -0.14
H -7.540 2.445 3.044 0.30
H 0.427 1.226 0.787 -0.16
H -1.460 -1.959 -5.285 0.09
H -0.453 -2.563 6.282 0.18
H 3.954 -1.481 -1.270 0.41
H 2.671 2.703 2.713 0.09
H -0.889 -5.383 -6.842 0.06
H -1.694 -2.996 -7.400 0.36
H -5.529 -1.612 -2.456 -0.83
H -0.551 -5.106 5.480 0.24
H -0.430 -2.044 -0.237 -1.07
H -3.985 6.036 -5.996 0.45
H 1.554 7.036 2.798 0.43
H 4.616 -0.018 -0.512 0.31
H 6.158 -2.696 -3.621 0.24
H 6.763 -0.001 -4.735 0.43
H -6.114 4.053 -3.156 0.22

Entry 3:
78
Properties=species:S:1:pos:R:3:mulliken_charge:R:1 method="wB97M-V/def2-TZVPD" total_energy_ha=-2387.1793 homo_energy_ev=-10.7 smiles="O=C1OC[C@@H](F)O1.O=C1OC[C@@H](F)O1.O=C1OC[C@@H](F)O1.CC#N.CC#N.CC#N.CC#N.CC#N.CC#N.CC#N.CC#N" orbital_gap_ev=10.4
F 2.525 0.054 0.372 -0.24
F -4.187 -0.330 -0.375 -0.29
F -1.389 -5.614 -0.325 -0.29
O -5.287 0.591 -3.316 -0.35
O -4.903 -1.378 -4.389 -0.50
O -4.943 -3.363 -0.003 -0.51
O -0.303 -2.055 2.208 -0.47
O -2.755 -2.895 -0.021 -0.13
O 0.760 -1.434 0.291 -0.36
O -0.050 0.099 1.603 0.08
O -3.453 -4.860 -0.829 -0.36
O -3.768 -0.838 -2.516 -0.23
N 3.667 -1.324 2.586 -0.49
N 2.902 1.519 -2.218 -0.45
N -0.503 0.415 -2.909 -0.15
N -3.106 -3.150 3.756 -0.55
N -3.026 3.968 4.434 -0.44
N 1.097 3.991 2.045 -0.39
N 6.366 2.156 -2.018 -0.41
N 1.690 -4.290 -1.233 -0.44
C 0.996 3.305 -2.365 -0.72
C -4.719 -0.617 -3.514 0.55
C -2.063 -4.773 -1.140 0.17
C 5.896 2.336 -0.990 0.23
C 0.340 0.792 0.444 0.79
C 0.091 -1.226 1.460 0.19
C 2.102 0.206 3.985 -0.68
C -4.669 1.278 -2.223 -0.50
C 5.253 2.501 0.343 -0.24
C 2.952 -0.690 3.221 0.48
C -3.821 0.166 -1.586 1.18
C 1.082 5.092 2.369 0.35
C 2.059 2.292 -2.321 0.49
C -1.220 -4.729 2.928 -0.60
C 2.755 -3.904 -1.044 0.40
C -2.360 3.234 3.861 0.04
C -2.260 -3.826 3.371 0.53
C -0.373 0.338 -4.048 0.47
C -1.775 -3.287 -0.992 0.48
C 1.285 -0.200 -0.189 -0.20
C -0.170 0.311 -5.463 -1.21
C -3.846 -3.652 -0.323 0.46
C 1.124 6.523 2.800 -0.79
C -1.480 2.365 3.081 -0.10
C 4.083 -3.361 -0.786 -0.56
H -1.084 -5.560 3.624 0.40
H -1.908 1.375 2.951 0.30
H 4.699 -4.064 -0.236 0.30
H 3.814 -2.464 -0.218 0.03
H 1.109 3.881 -3.282 0.37
H -0.358 -0.663 -5.915 0.34
H -5.459 1.676 -1.594 0.34
H 1.989 1.216 3.599 0.08
H -2.833 0.631 -1.475 -0.58
H -0.766 -3.086 -0.649 -0.19
H 0.854 1.729 0.638 0.07
H -3.944 1.984 -2.624 0.29
H 4.592 -3.082 -1.705 0.30
H 4.306 3.006 0.144 0.08
H 5.883 3.088 0.999 0.37
H 4.962 1.504 0.670 -0.01
H -1.981 -2.896 -1.990 0.08
H 1.458 -0.202 -1.259 0.29
H -0.909 0.921 -5.990 0.32
H 0.886 7.125 1.932 0.28
H 2.541 0.294 4.983 0.44
H 1.116 -0.216 4.181 0.19
H 0.823 0.688 -5.703 0.34
H -1.632 -5.277 2.072 0.11
H -0.511 2.316 3.571 0.06
H -1.381 2.877 2.124 0.11
H 1.090 3.913 -1.468 0.28
H -1.850 -5.052 -2.172 0.35
H 2.163 6.521 3.143 0.27
H 0.029 2.806 -2.393 0.08
H 0.492 6.692 3.665 0.29
H -0.273 -4.335 2.587 0.19
H -0.512 0.919 -0.232 -0.38

Entry 4:
16
Properties=species:S:1:pos:R:3:nbo_charge:R:1 method="wB97M-V/def2-TZVPD" total_energy_ha=-379.9453 homo_energy_ev=-8.8 smiles="O=NN1CC=CCC1" orbital_gap_ev=9.7
O -2.500 0.395 -0.389 -0.43
N -1.740 -0.517 -0.313 0.23
N -0.595 -0.308 0.228 -0.22
C 1.947 0.213 -0.461 -0.18
C 1.151 1.483 -0.118 -0.45
C 0.252 -1.397 0.309 -0.27
C -0.077 1.008 0.739 -0.27
C 1.636 -1.055 -0.176 -0.19
H 2.830 0.362 -0.914 0.20
H 1.663 2.335 0.478 0.23
H 0.797 1.951 -1.068 0.23
H 0.247 -1.723 1.328 0.19
H -0.185 -2.268 -0.230 0.24
H 2.372 -1.849 -0.067 0.22
H 0.113 0.614 1.776 0.21
H -0.954 1.687 0.646 0.25